# 1
{
  "formula": "C37H38N4O9PTl",
  "method": "ωB97M-V/def2-TZVPD",
  "lumo_ev": -1.8,
  "orbital_gap_ha": 0.1781,
  "total_charge": 0,
  "e_homo_ev": -6.60,
  "elements": ["Tl", "O", "C", "O", "C", "C", "C", "C", "C", "O", "C", "C", "O", "O", "H", "H", "H", "H", "H", "H", "H", "H", "C", "C", "O", "N", "C", "C", "C", "C", "C", "C", "N", "H", "H", "H", "H", "H", "H", "H", "H", "H", "H", "O", "C", "O", "C", "C", "C", "C", "C", "C", "P", "C", "C", "C", "C", "C", "C", "C", "C", "C", "C", "C", "C", "H", "H", "H", "H", "H", "H", "H", "H", "H", "H", "H", "H", "H", "H", "C", "N", "C", "N", "O", "H", "H", "H", "H", "H", "H"],
  "xyz": [[-2.35, -1.24, 1.09], [-4.24, 2.07, -1.69], [-3.83, 1.56, -0.65], [-3.81, 0.31, -0.36], [-3.51, 2.55, 0.60], [-4.24, 2.09, 1.94], [-4.46, 3.46, 2.77], [-2.98, 3.67, 3.23], [-2.21, 2.49, 2.64], [-3.25, 1.39, 2.67], [-2.09, 2.77, 1.13], [-0.93, 1.83, 0.69], [-0.27, 1.93, -0.34], [-0.79, 0.87, 1.56], [-3.90, 3.56, 0.40], [-5.18, 1.52, 1.73], [-4.79, 4.32, 2.13], [-5.15, 3.41, 3.61], [-2.63, 4.68, 2.96], [-2.86, 3.66, 4.28], [-1.37, 2.13, 3.25], [-1.83, 3.80, 0.87], [2.04, 2.79, 5.53], [1.37, 1.91, 4.46], [0.15, 1.97, 4.13], [2.15, 0.80, 3.96], [1.78, 0.09, 2.77], [1.85, -1.43, 2.90], [1.82, -2.12, 4.12], [1.74, -3.46, 4.09], [1.71, -4.08, 2.88], [1.70, -3.34, 1.73], [1.90, -2.02, 1.73], [2.91, 2.30, 6.00], [1.34, 3.14, 6.31], [2.50, 3.68, 5.04], [3.17, 0.90, 4.12], [2.43, 0.40, 1.95], [0.80, 0.42, 2.39], [1.80, -1.60, 4.99], [1.71, -4.12, 4.99], [1.91, -5.16, 2.80], [1.49, -3.70, 0.70], [0.22, -2.52, -1.03], [0.85, -1.95, -1.94], [1.22, -0.71, -1.72], [1.26, -2.49, -3.25], [1.03, -3.75, -3.83], [1.65, -4.09, -5.00], [2.39, -3.20, -5.78], [2.50, -1.91, -5.28], [2.05, -1.61, -3.96], [2.25, -0.12, -2.96], [3.79, 0.04, -2.07], [4.93, -0.79, -2.29], [6.04, -0.55, -1.51], [6.22, 0.57, -0.70], [5.10, 1.36, -0.47], [3.88, 0.92, -1.04], [1.56, 1.24, -3.80], [2.16, 2.52, -4.04], [1.68, 3.39, -4.99], [0.69, 2.93, -5.93], [0.19, 1.62, -5.82], [0.46, 0.89, -4.71], [0.45, -4.50, -3.28], [1.54, -5.10, -5.41], [2.98, -3.57, -6.64], [2.93, -1.07, -5.83], [4.94, -1.51, -3.15], [6.88, -1.24, -1.58], [7.16, 0.77, -0.21], [5.21, 2.35, -0.06], [2.95, 1.42, -0.68], [3.03, 2.79, -3.38], [2.12, 4.35, -5.11], [0.19, 3.58, -6.66], [-0.54, 1.29, -6.55], [-0.08, -0.06, -4.51], [-5.82, -4.08, 2.30], [-6.04, -3.28, 1.18], [-5.52, -2.04, 0.97], [-5.87, -1.41, -0.17], [-4.66, -1.55, 1.76], [-5.93, -5.16, 2.03], [-6.48, -3.74, 3.12], [-4.82, -3.96, 2.70], [-6.68, -3.62, 0.45], [-6.51, -1.88, -0.77], [-5.15, -0.73, -0.50]]
}

# 2
{
  "formula": "C37H39Cl4N7",
  "method": "ωB97M-V/def2-TZVPD",
  "lumo_ev": 0.3,
  "orbital_gap_ha": 0.3644,
  "total_charge": 0,
  "e_homo_ev": -9.62,
  "elements": ["C", "Cl", "Cl", "H", "H", "C", "Cl", "Cl", "H", "H", "N", "C", "C", "C", "C", "C", "H", "H", "H", "H", "H", "N", "C", "C", "C", "C", "C", "H", "H", "H", "H", "H", "N", "C", "C", "C", "C", "C", "H", "H", "H", "H", "H", "N", "C", "C", "C", "C", "C", "H", "H", "H", "H", "H", "N", "C", "C", "C", "C", "C", "H", "H", "H", "H", "H", "N", "C", "C", "C", "C", "C", "H", "H", "H", "H", "H", "N", "C", "C", "C", "C", "C", "H", "H", "H", "H", "H"],
  "xyz": [[3.46, -2.05, -4.55], [2.20, -3.31, -4.54], [4.41, -2.08, -6.07], [2.99, -1.08, -4.47], [4.16, -2.19, -3.74], [6.32, -1.58, 0.69], [6.34, -2.52, -0.86], [5.09, -2.29, 1.79], [7.29, -1.66, 1.20], [6.03, -0.54, 0.52], [-3.58, -4.21, 3.21], [-4.39, -3.26, 2.86], [-3.98, -1.98, 2.54], [-2.64, -1.65, 2.50], [-1.76, -2.66, 2.86], [-2.29, -3.90, 3.19], [-5.44, -3.54, 2.68], [-4.71, -1.31, 2.07], [-2.34, -0.66, 2.14], [-0.70, -2.45, 2.88], [-1.66, -4.74, 3.52], [5.21, 1.57, 0.65], [5.28, 2.20, -0.49], [4.83, 3.48, -0.72], [4.19, 4.13, 0.33], [4.12, 3.49, 1.57], [4.63, 2.23, 1.66], [5.78, 1.69, -1.33], [4.89, 3.93, -1.71], [3.72, 5.08, 0.17], [3.52, 3.91, 2.34], [4.54, 1.72, 2.58], [-3.17, 0.13, -3.33], [-3.47, -0.96, -2.61], [-3.72, -0.89, -1.24], [-3.66, 0.32, -0.64], [-3.32, 1.45, -1.40], [-3.05, 1.30, -2.72], [-3.49, -1.92, -3.14], [-4.02, -1.76, -0.66], [-3.92, 0.39, 0.40], [-3.25, 2.45, -1.03], [-2.75, 2.13, -3.34], [0.83, 4.16, 0.29], [0.67, 3.25, -0.64], [-0.17, 3.34, -1.72], [-0.88, 4.53, -1.88], [-0.72, 5.52, -0.95], [0.15, 5.28, 0.12], [1.24, 2.36, -0.47], [-0.29, 2.52, -2.40], [-1.61, 4.71, -2.67], [-1.23, 6.48, -1.07], [0.29, 6.10, 0.82], [1.65, -0.15, -2.38], [0.40, -0.31, -1.94], [0.05, -0.49, -0.62], [1.02, -0.50, 0.31], [2.33, -0.32, -0.10], [2.53, -0.18, -1.45], [-0.36, -0.28, -2.72], [-0.99, -0.69, -0.42], [0.74, -0.58, 1.35], [3.15, -0.30, 0.60], [3.56, -0.07, -1.75], [-2.94, 1.67, 3.46], [-2.44, 1.14, 4.55], [-1.10, 0.95, 4.71], [-0.24, 1.32, 3.74], [-0.75, 1.91, 2.59], [-2.10, 2.03, 2.51], [-3.11, 0.98, 5.36], [-0.77, 0.54, 5.62], [0.80, 1.30, 3.89], [-0.12, 2.23, 1.78], [-2.55, 2.51, 1.64], [-3.19, -4.95, -2.54], [-3.46, -5.01, -1.29], [-2.63, -4.56, -0.28], [-1.52, -3.87, -0.59], [-1.22, -3.76, -1.93], [-2.06, -4.30, -2.87], [-4.42, -5.49, -1.05], [-2.98, -4.67, 0.72], [-0.99, -3.41, 0.21], [-0.41, -3.19, -2.31], [-1.88, -4.18, -3.94]]
}

# 3
{
  "formula": "C37H39FN6O3P2Pt",
  "method": "ωB97M-V/def2-TZVPD",
  "lumo_ev": [-4.4, -8.5],
  "orbital_gap_ha": [0.1971, 0.1902],
  "total_charge": 2,
  "e_homo_ev": [-9.79, -13.66],
  "multiplicity": 5,
  "elements": ["Pt", "C", "C", "C", "O", "C", "O", "O", "H", "H", "H", "H", "H", "H", "H", "C", "N", "C", "P", "C", "C", "C", "C", "C", "C", "C", "C", "C", "C", "C", "C", "C", "C", "C", "C", "C", "C", "P", "C", "C", "C", "C", "C", "C", "C", "C", "C", "C", "C", "C", "H", "H", "H", "H", "H", "H", "H", "H", "H", "H", "H", "H", "H", "H", "H", "H", "H", "H", "H", "H", "H", "H", "H", "H", "H", "H", "H", "H", "H", "F", "N", "N", "N", "C", "N", "N", "H", "H", "H"],
  "xyz": [[0.63, -0.42, -0.30], [-4.00, -6.21, 1.94], [-2.53, -5.90, 2.28], [-1.52, -7.01, 2.23], [-2.22, -4.77, 2.63], [2.21, -6.59, -1.24], [3.25, -6.61, -0.76], [1.14, -6.43, -1.73], [-4.75, -5.42, 2.13], [-4.37, -7.06, 2.52], [-4.06, -6.49, 0.86], [-1.07, -7.16, 3.19], [-0.69, -6.75, 1.56], [-1.99, -7.95, 1.89], [-1.01, -3.88, 2.54], [-1.68, 1.81, -1.03], [-0.89, 2.96, -0.58], [0.30, 2.81, 0.24], [1.55, 1.60, -0.43], [2.99, 1.45, 0.66], [4.24, 1.13, 0.09], [5.38, 0.94, 0.92], [5.24, 1.18, 2.28], [4.01, 1.51, 2.82], [2.87, 1.59, 2.04], [2.22, 2.41, -1.87], [1.89, 1.95, -3.14], [2.27, 2.66, -4.26], [3.11, 3.78, -4.11], [3.46, 4.24, -2.86], [3.03, 3.56, -1.74], [-1.31, 4.21, -1.02], [-1.55, 5.26, -0.10], [-2.00, 6.50, -0.54], [-2.16, 6.73, -1.88], [-1.87, 5.76, -2.85], [-1.51, 4.50, -2.39], [-1.47, 0.26, -0.02], [-1.97, 0.40, 1.68], [-3.04, 1.17, 2.07], [-3.37, 1.33, 3.44], [-2.63, 0.73, 4.44], [-1.64, -0.18, 4.03], [-1.29, -0.31, 2.68], [-2.57, -0.85, -0.82], [-2.26, -1.10, -2.17], [-3.13, -1.94, -2.86], [-4.17, -2.57, -2.20], [-4.43, -2.37, -0.85], [-3.64, -1.47, -0.18], [-1.48, 1.54, -2.08], [-2.72, 2.14, -1.02], [0.07, 2.54, 1.27], [0.80, 3.78, 0.26], [4.30, 1.06, -1.00], [6.36, 0.79, 0.46], [6.10, 1.00, 2.95], [3.90, 1.64, 3.89], [1.87, 1.76, 2.46], [1.30, 1.04, -3.27], [1.96, 2.33, -5.22], [3.51, 4.28, -4.98], [4.05, 5.13, -2.67], [3.35, 3.84, -0.72], [-1.43, 5.10, 0.98], [-2.09, 7.31, 0.20], [-2.51, 7.69, -2.23], [-1.93, 5.92, -3.89], [-1.33, 3.69, -3.08], [-3.72, 1.64, 1.35], [-4.22, 1.93, 3.72], [-2.79, 0.86, 5.47], [-1.17, -0.89, 4.71], [-0.68, -1.18, 2.37], [-1.36, -0.69, -2.66], [-2.96, -2.08, -3.93], [-4.73, -3.37, -2.71], [-5.21, -2.92, -0.33], [-3.77, -1.24, 0.89], [-0.19, -3.40, 2.79], [5.49, -2.75, 0.28], [4.13, -2.51, -0.20], [3.67, -3.03, -1.39], [2.37, -2.70, -1.29], [2.08, -1.88, -0.25], [3.26, -1.78, 0.45], [5.72, -3.66, -0.14], [5.40, -2.88, 1.32], [1.62, -3.02, -2.02]]
}

# 4
{
  "formula": "C37H39IN8O4RbS2Sb",
  "method": "ωB97M-V/def2-TZVPD",
  "lumo_ev": 3.2,
  "orbital_gap_ha": 0.1756,
  "total_charge": -2,
  "e_homo_ev": -1.58,
  "elements": ["Rb", "O", "C", "N", "C", "C", "C", "C", "C", "C", "N", "C", "O", "C", "C", "C", "C", "C", "N", "C", "C", "C", "C", "C", "N", "H", "H", "H", "H", "H", "H", "H", "H", "H", "H", "H", "H", "O", "C", "C", "C", "C", "C", "C", "C", "O", "N", "N", "C", "S", "C", "C", "S", "H", "H", "H", "H", "H", "H", "H", "H", "H", "I", "C", "C", "N", "N", "C", "H", "H", "H", "C", "C", "Sb", "C", "C", "C", "C", "H", "H", "H", "H", "H", "H", "H", "H", "H", "H", "H", "H", "H", "H", "H"],
  "xyz": [[0.83, 0.67, -0.21], [5.00, 0.94, 2.48], [3.90, 0.99, 1.88], [3.58, 0.85, 0.60], [4.56, 0.68, -0.40], [5.93, 0.54, -0.15], [6.86, 0.32, -1.17], [6.43, 0.27, -2.48], [5.08, 0.43, -2.76], [4.13, 0.64, -1.76], [2.77, 0.70, -2.09], [2.38, 1.43, -3.11], [3.00, 2.24, -3.85], [0.93, 1.21, -3.51], [0.69, 0.52, -4.70], [-0.61, 0.30, -5.11], [-1.65, 0.81, -4.34], [-1.32, 1.48, -3.18], [-0.07, 1.68, -2.76], [2.72, 1.21, 2.83], [2.87, 0.74, 4.14], [1.85, 0.93, 5.06], [0.72, 1.63, 4.66], [0.66, 2.07, 3.35], [1.62, 1.86, 2.45], [6.27, 0.60, 0.87], [7.91, 0.22, -0.92], [7.14, 0.10, -3.29], [4.73, 0.41, -3.78], [1.53, 0.17, -5.27], [-0.82, -0.26, -6.02], [-2.69, 0.65, -4.61], [-2.11, 1.88, -2.54], [3.78, 0.23, 4.40], [1.94, 0.55, 6.07], [-0.11, 1.81, 5.34], [-0.21, 2.61, 2.99], [0.18, -4.45, -2.64], [-0.93, -3.77, -2.92], [-1.66, -4.16, -4.06], [-2.82, -3.50, -4.41], [-3.29, -2.44, -3.64], [-2.58, -2.05, -2.53], [-1.40, -2.69, -2.14], [-0.72, -2.18, -0.90], [-1.18, -1.19, -0.29], [0.39, -2.85, -0.57], [0.93, -2.47, 0.65], [2.19, -2.66, 0.74], [3.21, -3.07, -0.65], [4.77, -3.13, 0.29], [4.66, -2.25, 1.52], [3.03, -2.53, 2.27], [0.56, -4.01, -1.81], [-1.27, -4.98, -4.65], [-3.36, -3.82, -5.30], [-4.20, -1.93, -3.92], [-2.91, -1.23, -1.91], [5.55, -2.74, -0.37], [4.99, -4.17, 0.55], [4.73, -1.20, 1.26], [5.41, -2.50, 2.26], [-0.77, -1.67, 6.87], [-1.09, -1.33, 4.85], [-0.29, -1.74, 3.80], [-0.86, -1.25, 2.69], [-1.98, -0.56, 2.95], [-2.13, -0.60, 4.26], [0.63, -2.29, 3.78], [-0.51, -1.40, 1.74], [-2.95, -0.10, 4.75], [-4.66, 3.35, 2.65], [-3.55, 2.32, 2.72], [-2.53, 1.75, 0.87], [-3.98, 0.31, 0.18], [-5.38, 0.33, 0.77], [-3.20, 3.47, -0.32], [-4.58, 3.43, -0.97], [-5.05, 3.59, 3.65], [-5.50, 2.98, 2.06], [-4.32, 4.28, 2.20], [-3.92, 1.38, 3.13], [-2.76, 2.66, 3.40], [-3.49, -0.65, 0.37], [-4.02, 0.43, -0.91], [-5.35, 0.24, 1.86], [-5.98, -0.50, 0.39], [-5.91, 1.26, 0.53], [-2.43, 3.58, -1.09], [-3.10, 4.34, 0.33], [-4.70, 2.53, -1.58], [-4.74, 4.29, -1.63], [-5.37, 3.43, -0.22]]
}

# 5
{
  "formula": "C37H40AuN6OSSb2",
  "method": "ωB97M-V/def2-TZVPD",
  "lumo_ev": [-11.9, -11.9],
  "orbital_gap_ha": [0.1016, 0.1016],
  "total_charge": 3,
  "e_homo_ev": [-14.63, -14.63],
  "elements": ["Au", "N", "C", "N", "C", "N", "N", "C", "N", "C", "C", "C", "C", "C", "N", "H", "H", "H", "H", "H", "H", "H", "H", "C", "C", "C", "Sb", "C", "C", "C", "C", "C", "C", "C", "C", "C", "C", "C", "C", "Sb", "C", "C", "C", "C", "C", "C", "C", "C", "C", "C", "C", "C", "H", "H", "H", "H", "H", "H", "H", "H", "H", "H", "H", "H", "H", "H", "H", "H", "H", "H", "H", "H", "H", "H", "H", "H", "H", "H", "C", "S", "C", "O", "H", "H", "H", "H", "H", "H"],
  "xyz": [[0.85, 1.69, -0.84], [2.32, 3.71, 1.68], [1.99, 4.45, 0.62], [2.15, 5.75, 0.69], [1.92, 6.43, -0.43], [2.01, 7.76, -0.40], [1.60, 5.87, -1.63], [1.42, 4.58, -1.59], [1.54, 3.80, -0.50], [1.13, 3.89, -2.89], [1.06, 4.62, -4.07], [0.83, 3.94, -5.26], [0.68, 2.57, -5.23], [0.76, 1.91, -4.02], [0.99, 2.56, -2.87], [2.58, 4.19, 2.53], [2.18, 2.73, 1.70], [2.27, 8.22, 0.45], [1.86, 8.29, -1.24], [1.18, 5.69, -4.03], [0.76, 4.49, -6.19], [0.50, 2.00, -6.14], [0.64, 0.84, -3.95], [-2.48, 0.57, 0.76], [-2.66, -0.84, 0.18], [-1.83, -1.01, -1.09], [-2.10, -3.03, -1.85], [-0.55, -4.29, -1.25], [0.10, -5.08, -2.20], [1.08, -5.96, -1.77], [1.41, -6.03, -0.42], [0.77, -5.23, 0.51], [-0.22, -4.34, 0.10], [-3.85, -3.87, -1.27], [-5.06, -3.15, -1.40], [-6.24, -3.75, -1.02], [-6.23, -5.06, -0.54], [-5.04, -5.79, -0.44], [-3.85, -5.21, -0.82], [-0.42, 0.85, 1.26], [0.06, -0.92, 2.26], [-0.86, -1.39, 3.20], [-0.56, -2.52, 3.96], [0.67, -3.16, 3.78], [1.58, -2.68, 2.85], [1.27, -1.57, 2.07], [-0.45, 2.31, 2.75], [0.12, 2.05, 4.00], [0.13, 3.06, 4.96], [-0.41, 4.31, 4.67], [-0.97, 4.56, 3.42], [-0.98, 3.56, 2.46], [-3.10, 0.75, 1.64], [-2.74, 1.33, 0.01], [-3.73, -0.98, -0.02], [-2.38, -1.60, 0.91], [-0.74, -0.98, -0.95], [-2.10, -0.30, -1.87], [-0.17, -5.05, -3.25], [1.58, -6.60, -2.49], [2.17, -6.73, -0.09], [1.02, -5.30, 1.56], [-0.72, -3.72, 0.85], [-5.07, -2.14, -1.78], [-7.17, -3.21, -1.10], [-7.16, -5.53, -0.26], [-5.05, -6.81, -0.08], [-2.92, -5.77, -0.76], [-1.81, -0.88, 3.37], [-1.26, -2.88, 4.70], [0.91, -4.02, 4.39], [2.53, -3.18, 2.72], [1.97, -1.21, 1.33], [0.53, 1.08, 4.24], [0.56, 2.86, 5.94], [-0.39, 5.08, 5.42], [-1.39, 5.53, 3.20], [-1.41, 3.77, 1.48], [4.89, -0.46, -0.38], [3.56, -0.75, -1.53], [3.98, 0.55, -2.69], [2.30, -0.29, -0.81], [4.86, 0.57, -0.05], [5.83, -0.69, -0.87], [4.74, -1.14, 0.45], [4.96, 0.31, -3.11], [4.00, 1.51, -2.17], [3.23, 0.55, -3.48]]
}

Calculated values (kJ/mol) of relative energy (zero: lowest compared OMol25 entry of this formula, charge and spin) for the records, taken in order: 147.1; 50.8; 0.0; 34.2; 192.0.